No. 1
Formula: C3H8S2
Source: OMol25
Level of theory: the ωB97M-V functional and the def2-TZVPD basis

As for the SMILES: C[C@H](S)CS. Its net charge is 0. For the lowest unoccupied orbital energy, the calculation gives 0.8 eV.

Each line ends with the natural charge from an NBO analysis.
Geometry (Å):
C 1.4157 0.8924 -0.0116  -0.6168
C 0.3595 -0.2131 0.0507  -0.3185
S 0.6919 -2.0178 -0.2685  -0.0429
C -0.9790 0.2693 -0.6122  -0.5662
S -2.3678 -0.6728 -0.0887  0.0104
H 2.1434 1.0271 0.8369  0.2258
H 0.8341 1.7300 -0.0693  0.2071
H 2.1359 0.7450 -0.9217  0.2143
H 0.0611 -0.3746 1.0876  0.2031
H 0.0878 -2.3828 0.8725  0.1294
H -0.8489 0.0257 -1.6791  0.2351
H -1.1793 1.3681 -0.3747  0.2221
H -2.3546 -0.3964 1.1781  0.0971



No. 2
Formula: CIN3S
Source: OMol25
Level of theory: the ωB97M-V functional and the def2-TZVPD basis

As for the SMILES: Ic1nnns1. Its net charge is 0. For the lowest unoccupied orbital energy, the calculation gives -0.8 eV.

Each line ends with the natural charge from an NBO analysis.
Geometry (Å):
I -2.4134 0.4966 -1.2544  0.3456
C -0.6726 0.2340 -0.2912  -0.4193
N -0.1401 -1.1603 0.2675  -0.2057
N 0.9778 -0.9576 0.7229  0.0121
N 1.5937 0.1009 0.6183  -0.4131
S 0.6546 1.2864 -0.0631  0.6803